# C66H151HgN20O20

C66H151HgN20O20 as an isolated structure in a non-equilibrium geometry (wB97M-V/def2-TZVPD, the Open Molecules 2025 dataset).

Results
Lowest unoccupied orbital energy (alpha / beta)   -4.55 / -5.62 eV
Expectation value of S²   0.756
Total energy   -145809.56850 eV
Maximum force   5.96 eV/A
Spin multiplicity   2
Total charge   +2
E_HOMO (alpha / beta)   -11.63 / -11.63 eV

Each line ends with the Mulliken charge.
Atoms and positions in Å:
Hg -2.053 -0.005 3.800  2.93
C 1.535 1.552 1.722  -0.71
C 0.793 0.908 0.481  2.73
C 1.956 0.633 -0.585  -1.26
C 1.578 -0.190 -1.858  0.63
C 0.804 -1.465 -1.501  0.58
C -0.336 -1.281 -0.453  2.14
N 0.152 -0.442 0.677  0.39
O -0.762 -0.445 1.819  0.93
C -0.588 -2.779 0.040  -0.73
C -1.639 -0.790 -1.171  -0.77
C -0.155 1.935 -0.183  -0.07
H 2.028 2.522 1.660  -0.18
H 2.392 0.903 1.898  0.16
H 0.967 1.525 2.652  -0.48
H 2.724 0.067 -0.056  0.02
H 2.440 1.572 -0.852  0.15
H 2.465 -0.473 -2.427  0.61
H 0.985 0.474 -2.486  -1.16
H 1.444 -2.281 -1.166  -1.28
H 0.399 -1.798 -2.457  0.20
H -1.507 -2.842 0.622  -0.71
H 0.288 -3.234 0.502  0.39
H -0.881 -3.401 -0.806  0.02
H -2.108 -1.544 -1.804  0.05
H -1.587 0.204 -1.614  0.34
H -2.413 -0.658 -0.414  -0.66
H -1.089 2.001 0.374  -0.46
H -0.346 1.649 -1.217  -1.22
H 0.211 2.961 -0.147  0.38
C -5.124 2.717 1.951  -1.48
C -4.139 1.676 1.584  0.39
O -3.676 0.930 2.419  -0.29
N -3.725 1.537 0.334  2.89
C -4.136 2.376 -0.796  -1.40
H -6.011 2.882 1.339  0.43
H -4.603 3.651 1.741  0.20
H -5.372 2.743 3.012  0.31
H -2.945 0.913 0.187  -2.04
H -3.614 1.977 -1.665  0.05
H -3.987 3.417 -0.509  0.43
H -5.181 2.164 -1.025  0.45
C -0.235 -3.537 3.576  0.13
C -1.010 -3.098 4.759  0.52
O -1.430 -1.953 4.842  -0.81
N -1.104 -4.016 5.744  -0.07
C -1.713 -3.795 7.062  -0.91
H -0.415 -4.588 3.350  -0.17
H 0.772 -3.366 3.956  0.25
H -0.522 -2.964 2.694  -0.63
H -0.937 -4.982 5.500  0.27
H -1.689 -2.729 7.287  0.30
H -1.152 -4.456 7.723  0.37
H -2.749 -4.130 7.122  0.27
C 5.577 -1.679 -2.235  -0.05
C 6.093 -3.087 -2.421  0.14
O 5.342 -4.024 -2.689  -0.59
N 7.421 -3.301 -2.127  -0.15
C 7.946 -4.660 -1.961  -0.83
H 4.779 -1.544 -2.965  -0.24
H 6.411 -0.979 -2.273  0.50
H 5.253 -1.638 -1.195  0.15
H 8.034 -2.537 -1.880  0.25
H 8.926 -4.761 -1.495  0.35
H 7.971 -5.215 -2.899  0.28
H 7.184 -5.210 -1.408  0.24
C 3.633 -5.479 3.528  -1.22
C 3.853 -4.063 2.966  0.90
O 4.633 -3.266 3.524  -0.69
N 3.235 -3.821 1.833  0.60
C 3.164 -2.542 1.169  0.55
H 3.989 -5.504 4.559  0.38
H 4.038 -6.277 2.905  0.36
H 2.590 -5.780 3.618  0.16
H 2.770 -4.556 1.319  -0.03
H 3.332 -2.642 0.097  -0.69
H 3.707 -1.746 1.679  0.57
H 2.115 -2.269 1.284  -0.59
C 0.468 1.354 7.042  -1.18
C 0.761 0.580 5.760  0.19
O -0.134 0.506 4.895  -0.30
N 1.961 0.002 5.646  0.04
C 2.223 -0.878 4.542  -0.27
H -0.295 2.105 6.838  0.17
H 1.422 1.865 7.173  0.32
H 0.212 0.788 7.938  0.30
H 2.653 0.175 6.361  0.34
H 1.343 -1.262 4.025  -0.60
H 2.826 -1.627 5.055  0.58
H 2.905 -0.444 3.811  0.18
C -1.995 5.273 0.734  0.90
C -0.739 6.065 0.369  0.27
O -0.018 6.522 1.260  -0.85
N -0.445 6.192 -0.929  0.35
C 0.583 7.050 -1.552  -1.18
H -2.852 5.940 0.643  0.57
H -1.783 4.797 1.691  -0.68
H -2.021 4.531 -0.065  -0.46
H -0.994 5.578 -1.514  0.13
H 1.290 6.473 -2.148  0.31
H 1.164 7.568 -0.789  0.38
H -0.022 7.765 -2.110  0.42
C 3.278 4.695 8.276  -1.19
C 3.156 4.909 6.782  0.63
O 2.734 5.947 6.318  -0.60
N 3.596 3.885 6.052  0.01
C 3.722 3.725 4.594  -0.49
H 3.160 3.669 8.623  0.34
H 2.538 5.355 8.729  0.33
H 4.308 4.995 8.470  0.33
H 3.852 3.027 6.520  0.25
H 4.625 3.227 4.242  0.43
H 3.792 4.675 4.063  0.06
H 2.941 3.098 4.163  -0.08
C -3.594 4.031 4.941  -1.55
C -2.231 3.516 4.415  0.43
O -2.062 2.323 4.104  -0.47
N -1.230 4.377 4.359  0.22
C 0.143 4.140 3.919  0.42
H -4.323 3.225 5.015  0.22
H -3.884 4.778 4.201  0.39
H -3.598 4.504 5.923  0.45
H -1.375 5.227 4.884  0.30
H 0.322 4.528 2.916  -0.21
H 0.415 3.091 4.035  -0.68
H 0.807 4.733 4.549  0.25
C -1.901 -5.993 1.378  0.64
C -2.890 -7.137 1.543  0.18
O -2.900 -8.132 0.801  -0.72
N -3.821 -7.131 2.487  -0.10
C -3.894 -6.184 3.626  -0.34
H -1.082 -6.186 2.071  0.28
H -2.275 -5.043 1.762  -0.63
H -1.665 -5.872 0.321  0.10
H -4.503 -7.875 2.491  0.26
H -3.821 -6.737 4.562  0.32
H -4.907 -5.782 3.591  0.29
H -3.184 -5.357 3.652  -0.20
C -5.497 -0.622 -2.084  0.16
C -6.382 0.309 -2.925  0.24
O -6.097 1.456 -3.190  -0.58
N -7.614 -0.210 -3.267  -0.14
C -8.666 0.559 -3.907  -1.01
H -5.546 -0.339 -1.032  0.23
H -4.446 -0.628 -2.371  -0.56
H -5.749 -1.682 -2.048  0.42
H -7.796 -1.173 -3.022  0.29
H -9.222 1.192 -3.215  0.30
H -9.406 -0.065 -4.407  0.39
H -8.287 1.145 -4.745  0.30
C 0.795 -0.363 -5.282  0.84
C 2.220 -0.793 -5.615  0.39
O 3.003 0.108 -5.814  -0.66
N 2.410 -2.089 -5.457  -0.02
C 3.666 -2.723 -5.545  -0.99
H 0.246 -0.264 -6.219  0.67
H 0.767 0.597 -4.767  -0.90
H 0.343 -1.136 -4.661  -0.51
H 1.645 -2.716 -5.254  0.20
H 3.757 -3.406 -4.700  0.20
H 4.561 -2.104 -5.597  0.34
H 3.654 -3.368 -6.423  0.41
C -0.701 3.007 -4.299  -0.10
C -1.815 3.908 -3.744  0.24
O -1.534 4.786 -2.974  -0.87
N -3.074 3.884 -4.209  -0.07
C -3.773 2.732 -4.722  -0.84
H 0.203 3.579 -4.509  0.09
H -1.056 2.544 -5.220  0.54
H -0.433 2.212 -3.603  -0.48
H -3.581 4.685 -3.859  0.32
H -4.848 2.915 -4.722  0.50
H -3.629 1.903 -4.030  -0.11
H -3.458 2.441 -5.724  0.41
C -2.549 -4.592 -3.468  -1.08
C -4.038 -4.397 -3.148  0.95
O -4.464 -4.516 -1.972  -0.67
N -4.827 -4.185 -4.170  -0.13
C -6.167 -3.820 -4.169  -0.93
H -2.451 -4.823 -4.529  0.51
H -2.145 -5.385 -2.838  0.32
H -1.916 -3.708 -3.388  -0.01
H -4.419 -4.240 -5.092  0.18
H -6.663 -4.127 -3.248  0.31
H -6.698 -4.298 -4.992  0.43
H -6.312 -2.744 -4.273  0.19
C 5.730 1.218 -0.588  0.00
C 6.421 2.462 -1.138  0.26
O 6.688 2.615 -2.313  -0.70
N 6.705 3.382 -0.199  0.04
C 7.145 4.694 -0.567  -0.84
H 5.169 0.801 -1.425  -0.35
H 5.096 1.519 0.245  0.04
H 6.415 0.475 -0.179  0.53
H 6.638 3.112 0.772  0.24
H 8.103 4.619 -1.082  0.33
H 7.284 5.262 0.353  0.32
H 6.402 5.212 -1.173  0.20
C -4.744 -2.442 1.185  0.68
C -4.528 -2.285 2.625  -0.29
O -3.509 -1.756 3.135  -0.54
N -5.386 -2.954 3.417  0.00
C -5.140 -3.111 4.873  -0.78
H -4.546 -1.469 0.736  -0.82
H -5.758 -2.745 0.922  0.59
H -4.086 -3.179 0.725  -0.19
H -6.325 -3.045 3.054  0.29
H -5.940 -3.665 5.365  0.43
H -4.929 -2.136 5.314  0.20
H -4.182 -3.585 5.085  0.06
C 1.241 -8.232 0.028  -1.25
C 1.480 -6.772 -0.168  0.51
O 1.604 -6.042 0.836  -0.67
N 1.537 -6.281 -1.403  -0.03
C 1.782 -4.885 -1.821  0.29
H 2.083 -8.594 0.619  0.32
H 1.085 -8.790 -0.896  0.40
H 0.412 -8.412 0.712  0.23
H 1.484 -7.037 -2.071  0.24
H 2.336 -4.842 -2.759  0.38
H 2.445 -4.349 -1.141  -0.34
H 0.841 -4.363 -1.990  -0.23
C -2.948 -1.081 -8.877  -1.21
C -2.775 -0.462 -7.503  0.66
O -2.634 0.730 -7.410  -0.56
N -3.027 -1.236 -6.436  0.00
C -2.992 -0.809 -5.041  0.41
H -3.396 -0.430 -9.627  0.34
H -3.600 -1.954 -8.819  0.35
H -1.988 -1.354 -9.315  0.28
H -3.207 -2.216 -6.599  0.17
H -3.976 -0.745 -4.578  0.47
H -2.578 0.194 -4.941  -0.90
H -2.415 -1.599 -4.559  -0.01
C 3.237 4.840 0.108  1.74
C 3.730 5.780 1.185  0.11
O 4.923 5.920 1.399  -0.69
N 2.781 6.543 1.774  0.33
C 3.133 7.605 2.766  -1.11
H 3.846 4.911 -0.793  -0.38
H 2.244 5.066 -0.279  -0.45
H 3.334 3.801 0.423  -0.62
H 1.815 6.450 1.495  0.10
H 3.655 8.463 2.342  0.30
H 3.735 7.201 3.580  0.34
H 2.255 7.877 3.351  0.37
C 2.600 5.579 -4.445  -1.03
C 3.749 5.130 -3.521  0.94
O 4.368 6.037 -2.976  -0.65
N 4.122 3.887 -3.358  0.37
C 3.485 2.732 -4.006  -0.63
H 2.719 5.296 -5.491  0.42
H 2.506 6.658 -4.328  0.39
H 1.697 5.134 -4.026  -0.08
H 4.976 3.685 -2.858  -0.04
H 4.182 2.213 -4.664  0.38
H 2.586 3.006 -4.558  0.21
H 3.041 2.061 -3.271  -0.14